No. 1
A structure of composition C30H27CaCl3N7O7S2. Source: the OMol25 dataset; level of theory: ωB97M-V/def2-TZVPD.

Results
HOMO energy: -5.00 eV
LUMO level: 2.17 eV
HOMO-LUMO gap: 7.2 eV
ΔE to the lowest compared entry with this formula, charge and spin: 44.48 kcal/mol
calculated total energy: -133997.825 eV
charge: -1

Each line ends with the Mulliken charge.
Cartesian coordinates (Å):
Ca 0.07 0.04 -0.21  3.16
Cl 6.13 -4.58 -1.99  -0.28
C 4.81 -3.48 -1.69  0.20
C 4.53 -2.48 -2.63  -0.76
C 3.50 -1.62 -2.42  -0.77
C 2.65 -1.69 -1.26  -0.80
O 1.70 -0.89 -1.09  -0.21
C 2.99 -2.73 -0.32  1.38
C 2.21 -2.86 0.88  -0.64
O 1.26 -2.19 1.23  -0.28
C 4.06 -3.60 -0.56  -0.98
H 5.15 -2.39 -3.51  0.43
H 3.28 -0.84 -3.14  0.47
H 2.54 -3.70 1.53  0.06
H 4.29 -4.37 0.17  0.38
Cl 1.75 7.10 -2.31  -0.27
C 1.62 5.48 -1.69  0.35
C 2.76 4.88 -1.12  -0.85
C 2.65 3.62 -0.63  0.45
Cl 4.03 2.87 0.07  -0.28
C 1.43 2.84 -0.64  -0.70
O 1.40 1.70 -0.14  0.36
C 0.31 3.51 -1.24  1.18
C -0.95 2.85 -1.32  -0.55
O -1.27 1.77 -0.84  -0.31
C 0.43 4.81 -1.75  -1.35
H 3.70 5.42 -1.08  0.46
H -1.73 3.42 -1.88  0.05
H -0.43 5.30 -2.19  0.42
N 2.97 0.22 1.76  -0.06
C 1.97 0.62 2.55  0.20
N 0.73 0.58 2.23  0.45
C -0.10 0.99 3.23  -0.40
C 0.54 1.34 4.39  -0.52
S 2.25 1.17 4.21  -0.31
C -1.51 1.06 2.93  -0.39
C -2.52 1.49 3.74  -0.55
S -4.03 1.43 2.90  -0.29
C -3.14 0.81 1.47  0.10
N -1.88 0.70 1.68  0.43
N -3.76 0.54 0.32  -0.20
H 2.65 0.06 0.81  -0.30
H 3.88 0.64 1.87  0.26
H 0.12 1.67 5.32  0.47
H -2.49 1.85 4.75  0.45
H -4.77 0.48 0.32  0.27
H -3.25 -0.09 -0.30  0.09
C -3.13 -3.83 0.67  -1.13
C -2.19 -2.77 0.93  0.61
N -1.45 -1.94 1.19  -0.16
H -3.81 -3.48 -0.10  0.15
H -3.68 -4.07 1.58  0.41
H -2.61 -4.71 0.30  0.27
C -3.85 0.59 -3.88  -1.01
C -4.07 -0.92 -3.90  -1.31
C -2.75 -1.70 -3.68  2.73
C -3.02 -3.22 -3.61  -1.44
C -1.74 -4.00 -3.31  -1.15
C -1.82 -1.42 -4.84  -0.19
O -2.04 -1.83 -5.96  -0.71
N -0.74 -0.66 -4.53  0.21
C -0.36 -0.18 -3.24  -0.72
O 0.57 0.59 -3.20  -0.63
N -1.06 -0.60 -2.19  1.55
C -2.20 -1.26 -2.31  -1.57
O -2.91 -1.51 -1.33  -0.77
H -4.80 1.11 -3.97  0.49
H -3.22 0.90 -4.71  0.29
H -3.37 0.89 -2.95  0.06
H -4.50 -1.23 -4.86  0.48
H -4.77 -1.19 -3.10  0.35
H -3.44 -3.55 -4.56  0.49
H -3.75 -3.40 -2.82  0.40
H -1.02 -3.89 -4.13  0.34
H -1.96 -5.06 -3.20  0.48
H -1.28 -3.64 -2.40  0.15
H -0.11 -0.41 -5.29  0.30

No. 2
A structure of composition C30H27ClHgN6O7P3. Source: the OMol25 dataset; level of theory: ωB97M-V/def2-TZVPD.

Results
HOMO energy (spin up / spin down): 0.91 / -2.37 eV
spin multiplicity: 2
LUMO level (spin up / spin down): 4.01 / 4.00 eV
HOMO-LUMO gap (spin up / spin down): 3.1 / 6.4 eV
ΔE to the lowest compared entry with this formula, charge and spin: 31.04 kcal/mol
calculated total energy: -99391.719 eV
charge: -2

Each line ends with the Mulliken spin population.
Cartesian coordinates (Å):
Hg 0.73 -1.33 -0.56  -0.03
Cl 1.30 2.06 -0.54  0.00
C 0.71 2.35 1.06  -0.01
C 1.33 3.33 1.82  0.00
C 0.86 3.61 3.09  0.02
C -0.24 2.91 3.59  -0.01
C -0.83 1.92 2.83  0.00
C -0.37 1.61 1.55  0.00
P -1.07 0.20 0.59  0.02
C -2.05 -0.62 1.88  0.00
C -1.33 -1.41 2.78  -0.01
C -2.00 -2.04 3.83  0.00
C -3.37 -1.90 3.97  0.00
C -4.08 -1.11 3.08  0.00
C -3.42 -0.47 2.04  0.00
C -2.31 0.99 -0.48  0.00
C -3.17 0.16 -1.20  0.00
C -4.09 0.71 -2.08  0.00
C -4.16 2.09 -2.26  0.00
C -3.29 2.91 -1.55  0.00
C -2.37 2.37 -0.67  0.00
H 2.19 3.83 1.42  0.01
H 1.35 4.36 3.69  0.00
H -0.61 3.12 4.58  0.00
H -1.66 1.36 3.24  0.00
H -0.27 -1.57 2.64  0.02
H -1.43 -2.68 4.50  0.00
H -3.88 -2.41 4.78  0.00
H -5.15 -1.00 3.19  0.00
H -3.98 0.14 1.34  0.00
H -3.10 -0.92 -1.09  0.00
H -4.74 0.05 -2.64  0.00
H -4.87 2.51 -2.95  0.00
H -3.33 3.99 -1.69  0.00
H -1.70 3.03 -0.13  0.00
O -1.37 -5.66 0.88  0.00
P -0.22 -4.76 0.16  0.01
O 0.98 -5.59 0.00  0.00
O -0.21 -3.41 0.84  0.00
O -0.92 -4.49 -1.30  0.00
P -2.02 -3.32 -1.57  0.00
O -2.79 -3.26 -0.11  0.00
O -2.99 -3.74 -2.59  0.00
O -1.28 -2.01 -1.71  0.00
H -2.22 -5.20 0.80  0.00
H -2.09 -3.03 0.53  0.00
C 3.25 0.93 3.37  0.23
C 4.40 1.27 2.63  0.00
C 4.56 0.81 1.36  0.02
C 3.55 0.00 0.73  0.24
N 2.43 -0.32 1.47  0.13
C 2.32 0.12 2.71  -0.11
C 3.69 -0.51 -0.61  -0.06
C 4.90 -0.32 -1.34  0.18
C 5.12 -0.90 -2.57  -0.11
C 4.16 -1.72 -3.17  0.24
C 2.94 -1.87 -2.50  -0.09
C 2.68 -1.28 -1.28  0.17
H 3.08 1.25 4.39  0.02
H 5.19 1.88 3.08  0.01
H 5.46 1.07 0.82  0.06
H 1.42 -0.18 3.25  0.01
H 5.70 0.28 -0.93  0.05
H 6.07 -0.73 -3.07  -0.01
H 4.34 -2.21 -4.12  0.03
H 2.16 -2.47 -2.96  -0.01
N -0.36 3.32 -5.43  0.00
N 0.12 2.24 -4.69  0.00
N 1.21 1.59 -5.02  0.00
C 1.26 0.69 -4.04  0.00
N 0.24 0.82 -3.18  0.01
N -0.48 1.81 -3.61  0.00
H -0.97 2.94 -6.15  0.00
H -0.95 3.83 -4.78  0.00
H 2.04 -0.06 -3.93  0.00

No. 3
A structure of composition C30H27CoF3N4O2SSbTe. Source: the OMol25 dataset; level of theory: ωB97M-V/def2-TZVPD.

Results
HOMO energy (spin up / spin down): -12.94 / -12.93 eV
spin multiplicity: 5
LUMO level (spin up / spin down): -5.56 / -9.16 eV
HOMO-LUMO gap (spin up / spin down): 7.4 / 3.8 eV
ΔE to the lowest compared entry with this formula, charge and spin: 3.14 kcal/mol
calculated total energy: -112032.132 eV
charge: +2

Each line ends with the Mulliken spin population.
Cartesian coordinates (Å):
Co 1.53 -0.72 1.39  2.85
N -3.25 -2.83 -4.91  0.00
C -2.52 -2.75 -3.77  0.00
C -3.01 -2.04 -2.66  0.00
C -2.25 -1.93 -1.51  0.00
C -1.00 -2.55 -1.45  0.03
C -0.51 -3.29 -2.53  0.00
C -1.26 -3.38 -3.68  0.00
S -0.04 -2.43 -0.03  -0.02
O -0.68 -1.48 0.90  0.05
O 0.33 -3.71 0.50  0.01
N 1.32 -1.57 -0.36  0.14
C 2.58 -2.15 -0.40  0.01
N 3.35 -1.57 0.54  0.07
C 4.63 -1.96 0.62  0.00
C 5.12 -2.93 -0.23  0.01
C 4.23 -3.48 -1.14  0.00
N 2.95 -3.09 -1.24  0.01
H -4.19 -2.49 -4.94  0.00
H -2.96 -3.43 -5.66  0.00
H -3.98 -1.57 -2.71  0.00
H -2.63 -1.40 -0.65  0.00
H 0.45 -3.77 -2.47  0.00
H -0.89 -3.94 -4.53  0.00
H 5.24 -1.49 1.38  0.00
H 6.14 -3.25 -0.18  0.00
H 4.54 -4.25 -1.83  0.00
F 3.73 6.52 0.04  0.01
C 2.95 5.45 0.12  0.04
C 2.41 4.93 -1.04  -0.01
C 1.61 3.81 -0.95  0.03
C 1.35 3.24 0.30  0.06
C 1.93 3.77 1.46  0.00
C 2.73 4.89 1.38  0.00
Sb 0.10 1.57 0.35  0.40
C -0.73 1.30 -1.54  0.06
C -1.90 2.01 -1.85  0.00
C -2.47 1.87 -3.10  0.00
C -1.86 1.03 -4.02  0.00
F -2.42 0.87 -5.21  0.00
C -0.69 0.33 -3.74  0.00
C -0.13 0.47 -2.48  0.01
C -1.44 1.72 1.74  0.09
C -1.30 2.45 2.93  0.00
C -2.34 2.52 3.83  0.00
C -3.51 1.83 3.53  0.05
F -4.51 1.89 4.40  0.01
C -3.67 1.08 2.38  0.00
C -2.62 1.02 1.48  0.00
H 2.63 5.40 -1.99  0.00
H 1.18 3.39 -1.85  0.00
H 1.76 3.32 2.43  0.00
H 3.18 5.33 2.25  0.00
H -2.37 2.66 -1.13  0.00
H -3.37 2.40 -3.38  0.00
H -0.25 -0.31 -4.49  0.00
H 0.77 -0.08 -2.24  0.00
H -0.39 3.00 3.14  0.01
H -2.27 3.09 4.74  0.00
H -4.61 0.57 2.20  0.00
H -2.72 0.44 0.58  0.01
C 1.84 -0.78 5.25  0.00
Te 1.57 -2.14 3.64  0.06
C -0.52 -2.39 3.93  0.00
H 1.06 -0.02 5.23  0.00
H 2.82 -0.32 5.16  0.00
H 1.79 -1.35 6.18  0.00
H -0.69 -2.64 4.97  0.00
H -0.82 -3.22 3.29  0.00
H -1.05 -1.49 3.64  0.00

No. 4
A structure of composition C30H27MgN19O4S. Source: the OMol25 dataset; level of theory: ωB97M-V/def2-TZVPD.

Results
HOMO energy: -2.99 eV
LUMO level: 3.66 eV
HOMO-LUMO gap: 6.7 eV
ΔE to the lowest compared entry with this formula, charge and spin: 0.00 kcal/mol
calculated total energy: -84338.542 eV
charge: -2

Each line ends with the Mulliken charge.
Cartesian coordinates (Å):
Mg 1.46 0.87 0.03  2.48
C -0.55 3.23 7.24  -1.54
C 0.39 2.74 6.17  1.02
C -0.10 2.19 4.99  -0.73
C 0.77 1.73 4.01  0.31
C 2.14 1.84 4.19  -0.23
C 2.64 2.37 5.37  -0.83
C 1.77 2.83 6.34  -0.73
S 3.26 1.30 2.89  1.34
O 3.69 2.53 2.25  -0.81
O 4.29 0.56 3.60  -0.82
N 2.44 0.45 1.89  -0.34
C 2.14 -0.93 2.28  -0.84
C 1.73 -1.78 1.08  0.24
O 1.64 -3.00 1.23  -0.79
O 1.47 -1.14 0.00  -0.16
H -1.57 3.31 6.86  0.34
H -0.25 4.21 7.62  0.36
H -0.56 2.54 8.09  0.29
H -1.17 2.12 4.82  0.39
H 0.39 1.29 3.09  -0.02
H 3.71 2.43 5.50  0.39
H 2.17 3.26 7.26  0.33
H 1.31 -0.98 3.00  0.29
H 3.00 -1.42 2.76  0.56
N -0.58 3.56 1.10  0.10
C 0.40 3.85 0.16  0.04
N 0.56 5.06 -0.35  -0.62
N 1.61 4.92 -1.19  -0.80
N 2.03 3.70 -1.18  -0.48
N 1.28 2.98 -0.32  0.65
C -1.15 2.31 1.23  0.15
N -2.31 2.11 1.84  -0.71
N -2.48 0.77 1.78  -0.86
N -1.49 0.21 1.18  -0.28
N -0.60 1.17 0.80  0.10
H -1.19 4.33 1.31  0.30
N -1.39 0.72 -2.09  -0.34
C -0.32 0.24 -2.73  0.28
N -0.52 -0.41 -3.89  -0.65
C 0.58 -0.88 -4.45  0.03
N 0.42 -1.66 -5.57  -0.52
N 1.83 -0.65 -4.04  -0.68
C 1.91 0.02 -2.90  0.01
N 0.89 0.45 -2.18  0.10
C 3.28 0.32 -2.38  0.64
C 4.41 0.06 -3.13  -0.78
C 5.64 0.42 -2.61  -0.43
C 5.69 1.02 -1.36  -0.97
C 4.51 1.23 -0.67  -0.34
N 3.33 0.88 -1.17  0.56
H -2.29 0.42 -2.40  0.33
H -1.26 1.04 -1.13  0.12
H -0.45 -2.19 -5.54  0.38
H 1.23 -2.22 -5.77  0.26
H 4.30 -0.40 -4.10  0.50
H 6.55 0.23 -3.17  0.40
H 6.64 1.32 -0.92  0.43
H 4.49 1.70 0.31  0.56
C 0.08 -3.56 -1.54  -0.46
C -0.10 -3.82 -2.88  -0.39
N -1.20 -3.49 -3.57  -0.66
C -2.17 -2.89 -2.89  -0.15
C -2.11 -2.61 -1.53  0.65
C -0.95 -2.94 -0.85  -0.49
C -3.16 -1.86 -0.81  -0.60
C -4.49 -1.85 -0.97  -0.72
C -5.34 -2.70 -1.81  0.82
C -6.55 -2.20 -2.30  -0.63
C -7.34 -3.05 -3.04  -0.19
N -7.00 -4.31 -3.30  -0.65
C -5.84 -4.70 -2.77  -0.10
N -5.00 -3.98 -2.04  -0.34
H 1.00 -3.78 -1.01  0.43
H 0.69 -4.30 -3.46  0.33
H -3.03 -2.57 -3.47  0.42
H -0.82 -2.68 0.20  0.48
H -2.76 -1.19 -0.05  0.65
H -5.04 -1.12 -0.38  0.41
H -6.84 -1.18 -2.10  0.42
H -8.28 -2.70 -3.46  0.38
H -5.55 -5.72 -2.96  0.42

No. 5
A structure of composition C30H27N4OPPdS2. Source: the OMol25 dataset; level of theory: ωB97M-V/def2-TZVPD.

Results
HOMO energy (spin up / spin down): -7.77 / -7.52 eV
spin multiplicity: 3
LUMO level (spin up / spin down): 0.08 / -2.05 eV
HOMO-LUMO gap (spin up / spin down): 7.9 / 5.5 eV
ΔE to the lowest compared entry with this formula, charge and spin: 37.89 kcal/mol
calculated total energy: -73996.146 eV

Each line ends with the Mulliken spin population.
Cartesian coordinates (Å):
Pd 1.03 1.49 -0.47  1.08
O 1.26 5.70 -0.56  0.01
C 0.93 4.51 -0.52  0.02
N 1.75 3.47 -0.54  0.16
C 3.13 3.86 -0.60  0.02
C 4.08 2.71 -0.59  -0.02
C 5.45 2.96 -0.70  0.00
C 6.34 1.91 -0.70  0.00
C 5.84 0.62 -0.59  0.00
C 4.47 0.46 -0.49  -0.01
N 3.60 1.47 -0.49  0.05
C -0.53 4.15 -0.42  0.00
C -1.49 5.15 -0.39  0.00
C -2.82 4.79 -0.27  0.00
C -3.14 3.44 -0.19  0.00
C -2.11 2.51 -0.23  -0.02
N -0.83 2.85 -0.35  0.09
H 3.38 4.52 0.25  0.00
H 3.34 4.47 -1.49  0.00
H 5.80 3.98 -0.78  0.00
H 7.40 2.09 -0.78  0.00
H 6.49 -0.24 -0.59  0.00
H 4.06 -0.53 -0.41  0.00
H -1.16 6.17 -0.46  0.00
H -3.60 5.54 -0.25  0.00
H -4.15 3.09 -0.09  0.00
H -2.32 1.45 -0.19  0.00
S -3.69 -1.56 -2.96  0.12
P -2.72 -1.27 -1.30  0.00
S -1.02 -0.19 -1.70  0.38
C -2.31 -2.82 -0.44  -0.01
C -1.08 -3.03 0.16  0.01
C -0.82 -4.20 0.85  0.00
C -1.79 -5.18 0.93  0.00
C -3.02 -4.99 0.32  0.00
C -3.28 -3.82 -0.36  0.00
C -3.71 -0.39 -0.05  0.01
C -3.28 -0.36 1.28  -0.01
C -4.01 0.32 2.23  0.00
C -5.19 0.97 1.86  0.00
C -5.62 0.93 0.55  0.00
C -4.88 0.25 -0.41  0.00
H -0.32 -2.26 0.08  -0.02
H 0.15 -4.35 1.32  0.00
H -1.59 -6.10 1.46  0.00
H -3.78 -5.76 0.38  0.00
H -4.24 -3.67 -0.84  0.00
H -2.37 -0.87 1.57  0.00
H -3.68 0.35 3.26  0.00
H -5.76 1.50 2.60  0.00
H -6.53 1.43 0.26  0.00
H -5.21 0.21 -1.44  0.00
C 3.12 -4.54 0.56  0.00
C 2.60 -3.16 0.31  0.00
C 2.38 -2.68 -0.98  0.00
C 1.86 -1.41 -1.16  -0.01
N 1.55 -0.61 -0.14  0.13
C 1.77 -1.05 1.10  -0.01
C 2.29 -2.31 1.37  0.00
H 3.41 -5.02 -0.37  0.00
H 2.35 -5.15 1.03  0.00
H 3.99 -4.52 1.22  0.00
H 2.60 -3.28 -1.84  0.00
H 1.67 -1.02 -2.16  0.00
H 1.51 -0.37 1.91  0.01
H 2.44 -2.61 2.39  0.00

No. 6
A structure of composition C30H27N5S4Sb2Y. Source: the OMol25 dataset; level of theory: ωB97M-V/def2-TZVPD.

Results
HOMO energy: -4.04 eV
LUMO level: 1.74 eV
HOMO-LUMO gap: 5.8 eV
ΔE to the lowest compared entry with this formula, charge and spin: 85.81 kcal/mol
calculated total energy: -96459.439 eV
charge: -1

Each line ends with the Mulliken charge.
Cartesian coordinates (Å):
Y -0.19 1.03 0.76  0.21
C -2.65 0.74 3.65  -1.08
C -2.39 -0.66 3.27  0.81
C -3.21 -1.67 3.79  -0.81
C -2.91 -3.00 3.58  -0.40
C -1.77 -3.30 2.85  -0.88
C -1.04 -2.27 2.28  -0.29
N -1.35 -0.96 2.44  0.47
Sb 0.50 -2.89 0.93  0.70
C -0.88 -0.59 -2.39  -0.24
C 0.10 0.05 -3.36  -0.06
C -0.40 1.37 -3.83  -0.92
C -1.66 1.71 -3.59  -0.59
C -2.57 0.88 -2.77  0.66
C -3.96 1.38 -2.54  -1.32
N -2.22 -0.21 -2.19  -0.45
C 1.88 -1.23 1.14  0.34
C 2.97 -1.17 0.27  -0.44
C 4.02 -0.34 0.61  -0.53
C 3.97 0.37 1.79  -0.67
C 2.85 0.26 2.61  0.63
C 2.78 0.96 3.93  -1.11
N 1.81 -0.52 2.27  -0.12
H -3.28 0.79 4.54  0.44
H -3.16 1.31 2.87  -0.03
H -1.72 1.27 3.84  0.19
H -4.06 -1.38 4.39  0.42
H -3.53 -3.78 4.00  0.41
H -1.45 -4.33 2.70  0.43
H 0.38 -0.56 -4.22  0.43
H 0.27 2.01 -4.38  0.42
H -2.03 2.67 -3.94  0.25
H -4.28 2.05 -3.33  0.41
H -3.99 1.93 -1.59  0.24
H -4.65 0.53 -2.46  0.37
H 2.98 -1.76 -0.64  0.38
H 4.87 -0.24 -0.06  0.45
H 4.78 1.02 2.08  0.30
H 3.74 1.42 4.18  0.38
H 2.50 0.25 4.71  0.33
H 2.02 1.74 3.91  0.10
S -1.01 6.27 1.30  -0.69
Sb -1.54 4.07 1.35  0.88
S -1.18 2.98 -0.76  -0.47
S 0.06 2.81 2.67  -0.72
S -3.71 3.53 1.88  -0.68
C -1.01 -4.57 -1.94  -0.52
C -1.60 -3.82 -1.00  -0.74
C -1.07 -2.49 -0.68  -0.36
C -0.32 -1.83 -1.79  0.51
C 0.53 -2.77 -2.55  -1.17
C 0.16 -4.05 -2.64  -0.71
N 0.18 -0.53 -1.30  1.32
N 1.15 -0.05 -2.29  0.06
C 1.87 1.10 -1.82  -1.37
C 2.83 1.60 -2.70  -0.27
C 3.62 2.67 -2.32  -0.76
C 3.46 3.21 -1.05  -0.95
C 2.50 2.69 -0.19  -1.33
C 1.67 1.60 -0.53  2.76
H -1.35 -5.57 -2.15  0.41
H -2.43 -4.20 -0.41  0.48
H -1.79 -1.82 -0.21  0.83
H 1.39 -2.38 -3.08  0.44
H 0.74 -4.73 -3.26  0.45
H 2.95 1.14 -3.68  0.46
H 4.37 3.06 -3.00  0.37
H 4.06 4.05 -0.74  0.43
H 2.37 3.15 0.78  0.47

Calculated maximum force (hartree/bohr), listed in the same order as above: 0.0543, 0.0086, 0.0066, 0.0023, 0.0101, 0.0140